1 | Density functional theory data (wB97M-V/def2-TZVPD) for the molecule C12H21N7O3.

Cartesian coordinates (Å):
H1 6.1734 -0.0267 1.5725
N1 5.4817 0.4783 0.9879
C1 4.4548 -0.3047 0.4080
N2 4.3984 -1.6526 0.5130
N3 3.8063 0.4510 -0.4963
C2 2.4031 0.3868 -0.9441
C3 1.4111 1.2781 -0.3016
C4 0.0282 1.2334 -0.8101
C5 -1.0909 1.8468 -0.0292
N4 -2.3476 1.4387 -0.7080
C6 -3.2747 0.5439 -0.3418
O1 -3.9791 0.0508 -1.2048
C7 -3.2352 -0.3355 1.0985
N5 -4.3262 0.0640 1.8845
C8 -3.1967 -1.8320 0.4742
C9 -1.7217 -1.9923 0.0270
C10 -0.4885 -1.8708 0.4295
N6 0.4463 -2.6479 -0.2670
C11 -0.3575 -3.2101 -1.2176
N7 -1.6085 -2.8126 -1.0601
C12 -0.6374 3.3054 0.0355
O2 -0.2269 3.8140 1.0329
O3 -0.6304 3.9006 -1.1555
H2 4.3770 -2.0144 1.4989
H3 3.8105 -2.0396 -0.2662
H4 4.3534 1.1812 -0.8704
H5 2.3495 0.6344 -2.0469
H6 1.9770 -0.6798 -0.7425
H7 1.2590 1.0035 0.7657
H8 1.6653 2.3304 -0.3890
H9 -0.0176 1.6956 -1.7418
H10 -0.3465 0.1945 -0.9729
H11 -1.0533 1.6047 1.0563
H12 -2.4519 1.6214 -1.7353
H13 -2.3197 -0.2038 1.6870
H14 -4.1343 1.0221 2.1145
H15 -4.6859 -0.5506 2.7055
H16 -3.3534 -2.5995 1.3412
H17 -3.7133 -2.2699 -0.3766
H18 -0.1336 -1.2007 1.1822
H19 1.4177 -2.6834 0.0109
H20 -0.2047 -3.9561 -1.9520
H21 -0.2775 4.8032 -1.1960

Output
LUMO energy: 0.2 eV
SMILES: [H]/N=C(\N)NCCC[C@H](NC(=O)[C@@H](N)Cc1c[nH]cn1)C(=O)O
spin multiplicity: 1
orbital gap: 0.31411 hartree



2 | Density functional theory data (wB97M-V/def2-TZVPD) for the molecule C12H21N7O3.

Cartesian coordinates (Å):
H1 3.3697 -0.7430 5.0123
N1 3.9712 -1.5790 4.9188
C1 3.5831 -2.5817 4.2579
N2 4.0941 -3.9749 4.4684
N3 2.5481 -2.6691 3.4229
C2 1.3619 -1.8509 3.5507
C3 0.2977 -1.7625 2.4258
C4 0.9860 -1.5353 1.0540
C5 0.2906 -1.4560 -0.2768
N4 1.2610 -1.9682 -1.4348
C6 -0.3848 -0.0888 -0.7635
O1 -0.9773 0.3735 0.1906
N5 -0.2291 0.4151 -2.0700
C7 -1.4438 1.1957 -2.4123
C8 -1.2461 2.5836 -1.9392
C9 -2.3555 3.6787 -2.0950
C10 -3.4068 3.3271 -2.7727
N6 -4.3336 4.4818 -2.8419
C11 -3.5516 5.4060 -2.1529
N7 -2.4332 4.9921 -1.6284
C12 -1.6419 0.9673 -3.9538
O2 -2.7327 0.5338 -4.3486
O3 -0.5009 0.9769 -4.6788
H2 5.0211 -3.8717 4.9493
H3 4.0967 -4.7066 3.6141
H4 1.9418 -3.5659 3.5393
H5 1.5845 -0.7431 3.8127
H6 0.6508 -2.1741 4.4926
H7 -0.2249 -2.7934 2.5157
H8 -0.4662 -0.9110 2.7524
H9 1.5735 -0.6771 1.2495
H10 1.7577 -2.2695 0.9008
H11 -0.5142 -2.3014 -0.1634
H12 1.3853 -3.0793 -1.2899
H13 2.2521 -1.4691 -1.1503
H14 0.0678 -0.5523 -2.6211
H15 -2.3490 0.7507 -2.1606
H16 -0.8340 2.6149 -0.8971
H17 -0.2275 2.7628 -2.5939
H18 -3.6358 2.2517 -3.1708
H19 -5.0086 4.4951 -3.8012
H20 -3.8267 6.4489 -1.7880
H21 0.2296 1.0682 -4.1225

Output
LUMO energy: 0.4 eV
SMILES: [H]/N=C(/N)NCCC[C@H](N)C(=O)N[C@@H](Cc1c[nH]cn1)C(=O)O
spin multiplicity: 1
orbital gap: 0.34949 hartree



Tell me which of them is the most stable. Sure, it is 1.



1 | Density functional theory data (wB97M-V/def2-TZVPD) for a cluster of 2 separate species, C3H9N3 in total.

Cartesian coordinates (Å):
H1 0.5237 -3.2428 1.4713
N1 1.0886 -3.1344 0.6247
C1 0.6649 -2.0555 0.0792
N2 1.4554 -1.1543 -0.5911
H2 -0.4116 -1.8789 0.1391
H3 1.4280 -1.1307 -1.6035
H4 2.4305 -1.0653 -0.3448
C2 -0.0916 2.1760 0.6485
N3 -1.3350 2.0562 0.5028
C3 -1.8471 2.0543 -0.8683
H5 0.3246 2.2325 1.6496
H6 0.5661 2.1837 -0.2305
H7 -2.8744 1.7012 -0.8553
H8 -1.7764 3.0292 -1.3409
H9 -1.3081 1.2564 -1.3949

Output
LUMO energy: 0.9 eV
SMILES: [H]/N=C/N.C=NC
spin multiplicity: 1
orbital gap: 0.38039 hartree



2 | Density functional theory data (wB97M-V/def2-TZVPD) for a cluster of 2 separate species, C3H9N3 in total.

Cartesian coordinates (Å):
C1 -0.9973 -0.9797 0.7205
C2 -0.3208 -1.1555 -0.4817
N1 0.8980 -1.8290 -0.5781
H1 -2.0720 -0.8613 0.7214
H2 -0.6035 -1.4683 1.6023
H3 -0.8441 -1.0081 -1.4184
H4 1.3582 -1.7181 -1.4693
H5 1.5454 -1.6076 0.1697
C3 0.5498 1.9022 -0.8358
N2 0.7690 1.0868 0.1380
N3 -0.2315 0.9937 1.1215
H6 -0.4456 2.2186 -1.1560
H7 1.3841 2.1270 -1.4817
H8 0.1568 0.9193 2.0616
H9 -1.1463 1.3801 0.8860

Output
LUMO energy: 1.0 eV
SMILES: C=CN.C=NN
spin multiplicity: 1
orbital gap: 0.26817 hartree



Tell me which of them is the most stable. Sure, it is 1.



1 | Density functional theory data (wB97M-V/def2-TZVPD) for the molecule C3H9N3.

Cartesian coordinates (Å):
C1 -0.3153 1.9888 0.5889
C2 1.6414 -1.7382 0.4327
C3 -1.3945 -0.1714 -1.0911
N1 0.1693 0.5844 0.5712
N2 0.3737 -1.8375 -0.0558
N3 -0.3688 -0.2518 -0.1798
H1 -0.0798 2.5347 1.4370
H2 0.0930 2.4925 -0.2451
H3 -1.3760 2.0316 0.5667
H4 1.7454 -2.5270 1.2193
H5 1.8132 -0.6079 0.7123
H6 2.4753 -1.9613 -0.2235
H7 -2.1639 0.4126 -0.5195
H8 -1.5768 -1.2156 -1.2448
H9 -1.0361 0.2662 -1.9685

Output
LUMO energy (alpha / beta): 0.4 / 0.4 eV
spin multiplicity: 1
orbital gap (alpha / beta): 0.26768 / 0.26785 hartree



2 | Density functional theory data (wB97M-V/def2-TZVPD) for a cluster of 2 separate species, C3H9N3 in total.

Cartesian coordinates (Å):
H1 -2.6235 -0.9594 0.2774
N1 -2.4308 -1.8247 -0.2333
C1 -2.0082 -2.6252 0.6785
N2 -1.8693 -2.2710 1.9969
H2 -1.6607 -3.6221 0.4337
H3 -2.3584 -1.5391 2.4728
H4 -1.3714 -2.9020 2.5910
C2 2.4677 1.0975 -0.5115
C3 1.7527 1.7089 -1.4555
N3 1.5152 3.0746 -1.6909
H5 2.8212 1.7577 0.2951
H6 2.1391 0.2149 0.0235
H7 1.2978 1.0811 -2.2247
H8 1.8177 3.6281 -0.8990
H9 0.5111 3.1807 -1.7539

Output
LUMO energy: 0.9 eV
SMILES: [H]/N=C\N.C=CN
spin multiplicity: 1
orbital gap: 0.34752 hartree



Tell me which of them is the most stable. Sure, it is 2.



1 | Density functional theory data (wB97M-V/def2-TZVPD) for a cluster of 16 separate species, H30O19S in total.

Cartesian coordinates (Å):
S1 -0.2727 0.0769 0.0401
O1 0.4376 0.6467 1.1578
O2 -1.5742 -0.2840 0.5108
O3 -0.3908 1.0941 -0.9841
O4 0.4328 -1.0794 -0.5296
O5 1.5890 -3.3714 0.4254
H1 2.2119 -3.0363 1.0704
H2 1.3001 -2.5955 -0.0550
O6 3.0452 -0.7919 -0.4646
H3 2.0938 -0.8439 -0.3729
H4 3.1838 -0.4971 -1.3646
O7 2.3323 2.1246 0.8547
H5 1.6134 1.5250 1.0545
H6 2.0461 2.5887 0.0680
O8 -1.5650 3.5162 0.8037
H7 -1.4226 2.5707 0.8484
H8 -2.2176 3.6929 1.4813
O9 -3.7343 -0.5244 -0.8346
H9 -2.9038 -0.4131 -0.3718
H10 -3.4824 -0.6926 -1.7426
O10 -2.7350 1.9140 -1.8911
H11 -3.3423 1.3999 -1.3591
H12 -1.8742 1.7366 -1.5118
O11 -2.7462 0.8768 2.5218
H13 -2.3733 0.5387 1.7077
H14 -2.2982 0.3882 3.2122
O12 2.7765 -1.0063 2.4259
H15 3.4639 -0.4179 2.7381
H16 2.7134 -0.8253 1.4881
O13 -0.7232 -2.6958 -2.0502
H17 -1.4158 -2.2101 -2.4980
H18 -0.2630 -2.0353 -1.5324
O14 0.6288 2.1207 3.5263
H19 0.3365 1.6448 2.7489
H20 1.5648 2.2613 3.3838
O15 1.3710 2.8356 -1.5469
H21 2.1309 2.3651 -1.8896
H22 0.7557 2.1468 -1.2953
O16 -0.2654 0.3185 -3.5916
H23 -1.1235 -0.1058 -3.5961
H24 -0.1798 0.6774 -2.7084
O17 -2.3186 -3.0319 0.2653
H25 -1.5224 -3.1333 -0.2563
H26 -2.3093 -2.1155 0.5417
O18 2.1570 -1.7345 -3.2409
H27 2.0272 -1.9898 -4.1542
H28 1.4546 -1.1086 -3.0645
O19 0.1250 -0.9673 3.4938
H29 0.2647 -0.5286 2.6546
H30 0.9977 -1.0249 3.8828

Output
LUMO energy: 4.9 eV
total charge: -2
spin multiplicity: 1
orbital gap: 0.34509 hartree



2 | Density functional theory data (wB97M-V/def2-TZVPD) for a cluster of 16 separate species, H30O19S in total.

Cartesian coordinates (Å):
S1 -0.0334 0.2071 0.1707
O1 -0.6194 0.5191 1.4027
O2 0.3256 -1.2459 0.0657
O3 -0.9684 0.4131 -0.9233
O4 1.1656 1.0501 -0.0263
O5 3.4756 1.0031 0.8837
H1 2.6006 0.9981 0.5377
H2 3.6876 1.8861 0.7227
O6 -2.6984 2.9391 0.1927
H3 -2.2684 2.0011 0.2927
H4 -3.6544 2.9881 0.5317
O7 -3.2134 -0.0299 1.4857
H5 -3.2564 -0.4339 0.6387
H6 -2.2004 -0.0379 1.6787
O8 2.5406 0.3071 -2.7813
H7 3.3076 0.1551 -2.4823
H8 2.0826 1.1391 -2.4043
O9 1.2486 3.3821 1.1337
H9 1.1786 2.4341 0.7807
H10 0.7236 3.3491 1.9767
O10 -2.9874 -1.2019 -0.9523
H11 -2.1234 -0.6519 -1.0893
H12 -2.9014 -1.8769 -1.4833
O11 -2.5304 0.8001 -3.0573
H13 -2.1054 1.0831 -2.2593
H14 -3.2894 0.8721 -2.4853
O12 -0.6584 -1.0049 3.5097
H15 -0.5884 -0.3759 2.8167
H16 -0.1714 -0.7259 4.2487
O13 1.5326 2.6501 -1.9613
H17 0.6226 2.6521 -2.4553
H18 1.3646 2.1291 -1.0723
O14 1.8886 -2.0349 3.0357
H19 0.9256 -1.7829 2.9907
H20 1.7726 -2.5849 2.2827
O15 1.2326 -2.1189 -2.2843
H21 1.7226 -1.2329 -2.3163
H22 0.8046 -1.8689 -1.4783
O16 -0.3164 2.2901 3.1607
H23 0.3106 1.7031 3.3607
H24 -0.6344 1.6381 2.4807
O17 -0.6344 -0.6239 -4.0673
H25 -1.4234 -0.1289 -3.6673
H26 0.0986 -0.9439 -3.4533
O18 2.2816 -3.0369 0.5647
H27 2.0476 -3.7529 -0.0863
H28 1.8956 -2.2659 0.1557
O19 -0.6034 -3.7489 0.2257
H29 -0.4054 -2.7859 0.4457
H30 -0.5524 -4.0919 1.0157

Output
LUMO energy: 5.0 eV
total charge: -2
spin multiplicity: 1
orbital gap: 0.34860 hartree



Tell me which of them is the most stable. Sure, it is 1.



1 | Density functional theory data (wB97M-V/def2-TZVPD) for a cluster of 2 separate species, CH3ClN2O2 in total.

Cartesian coordinates (Å):
C1 -0.2815 0.0064 -0.0357
N1 -0.8208 1.0194 0.6232
N2 0.6851 1.5895 2.5716
O1 1.4894 2.3940 2.2603
O2 0.3156 1.1525 3.6077
Cl1 -2.1738 0.5278 1.6025
H1 -0.7418 0.0031 -1.0741
H2 0.8029 0.2014 -0.1176
H3 -0.3128 -1.1165 0.4125

Output
LUMO energy (alpha / beta): 0.5 / -1.9 eV
spin multiplicity: 3
orbital gap (alpha / beta): 0.36140 / 0.31539 hartree



2 | Density functional theory data (wB97M-V/def2-TZVPD) for the molecule CH3ClN2O2.

Cartesian coordinates (Å):
C1 -0.9694 -0.1855 0.7417
N1 0.1359 0.5342 -0.2689
N2 0.9099 -0.3032 -0.9843
O1 0.3550 -1.3505 -1.1738
O2 1.9758 0.0745 -1.4016
Cl1 1.0703 1.8770 0.3612
H1 -0.4093 -0.8741 1.1931
H2 -1.3247 0.6158 1.5222
H3 -1.7436 -0.3882 0.0104

Output
LUMO energy (alpha / beta): 0.4 / -3.5 eV
spin multiplicity: 3
orbital gap (alpha / beta): 0.25224 / 0.27393 hartree



Tell me which of them is the most stable. Sure, it is 1.



1 | Density functional theory data (wB97M-V/def2-TZVPD) for a cluster of 2 separate species, CH3ClN2O2 in total.

Cartesian coordinates (Å):
C1 -0.0217 1.5561 -0.3594
N1 -0.1991 -1.2846 0.5934
N2 0.6965 -0.8609 -0.2111
O1 -0.7197 -2.4314 0.6601
O2 1.5553 -1.3671 -0.8547
Cl1 -1.5244 1.7737 0.2646
H1 0.7310 1.7258 0.2283
H2 0.0257 1.3097 -1.3989
H3 -0.5435 -0.4214 1.0777

Output
LUMO energy (alpha / beta): 0.6 / -2.1 eV
spin multiplicity: 3
orbital gap (alpha / beta): 0.31607 / 0.27382 hartree



2 | Density functional theory data (wB97M-V/def2-TZVPD) for the molecule CH3ClN2O2.

Cartesian coordinates (Å):
C1 -1.2505 0.2671 0.1222
N1 0.4686 0.3823 -0.5040
N2 1.1154 -0.7976 -0.1948
O1 0.4473 -1.7676 -0.4197
O2 2.2429 -0.6739 0.2409
Cl1 1.2268 1.8672 0.1442
H1 -1.1521 -0.5561 0.8587
H2 -1.3160 1.1542 0.5992
H3 -1.7824 0.1245 -0.8466

Output
LUMO energy (alpha / beta): 0.0 / -3.6 eV
spin multiplicity: 3
orbital gap (alpha / beta): 0.24801 / 0.27389 hartree



Tell me which of them is the most stable. Sure, it is 1.